No. 1
{"formula": "C6H9NO", "method": "ωB97M-V/def2-TZVPD", "symbols": ["C", "C", "N", "C", "C", "C", "C", "H", "H", "H", "H", "H", "H", "H", "H", "H", "O"], "xyz": [[3.13836, -0.75005, -0.23385], [1.85106, -1.36457, -0.54235], [0.54235, -1.24827, -0.45193], [0.32588, -0.10277, 0.49355], [-0.72601, -0.16452, 1.22244], [-1.92912, 0.33365, 1.27905], [-2.59879, 1.45950, 0.73033], [3.33041, 0.19987, 0.23896], [3.93817, -1.12632, -0.81660], [-1.27723, 0.76472, -1.08978], [1.20788, 0.53725, 0.55985], [-2.80688, -0.16665, 1.67533], [-3.64840, 1.40836, 0.58209], [-2.20379, 2.45199, 0.99252], [-0.28910, -0.29542, -1.62287], [2.09130, -2.34491, -1.09742], [-0.94609, 0.40814, -1.91931]], "forces_ev_per_a": [[-4.39, -0.56, -0.59], [6.19, -2.11, -1.55], [-1.45, 3.40, 3.25], [2.49, -3.39, -2.79], [0.78, 1.40, 1.39], [-4.12, 0.99, -1.47], [1.95, 0.25, 1.84], [-0.26, 0.06, 0.53], [0.58, -0.50, -0.29], [-0.15, 0.01, -0.13], [-0.27, 0.25, 0.50], [0.18, -1.21, 0.31], [-0.82, -0.11, 0.15], [0.13, -0.21, -1.13], [-1.05, 0.79, -0.53], [-0.39, 1.39, 0.57], [0.59, -0.45, -0.07]], "mulliken_charge": [-0.951, 0.305, -0.624, -0.066, 0.170, -0.012, -0.744, 0.308, 0.256, 0.352, 0.220, 0.270, 0.308, 0.232, 0.464, 0.233, -0.719], "e_tot_ha": -363.7053, "relative_energy_kj_mol": 837.3}

---

No. 2
{"formula": "C6H9NO", "method": "ωB97M-V/def2-TZVPD", "symbols": ["C", "C", "C", "C", "C", "N", "C", "H", "H", "H", "H", "H", "H", "H", "O", "H", "H"], "xyz": [[1.45783, -0.25732, -1.33943], [0.99330, 0.61976, -0.45721], [-0.41955, 0.95849, -0.24526], [-0.94039, 2.00270, 0.57638], [-2.29815, 1.90979, 0.52768], [-2.63176, 0.84439, -0.26173], [-1.49220, 0.26700, -0.75036], [2.52200, -0.44871, -1.38742], [0.76913, -0.86552, -1.91613], [1.71645, 1.24137, 0.06423], [-0.35875, 2.72645, 1.13023], [-3.06580, 2.52564, 0.96005], [-3.56423, 0.77456, -0.63065], [-1.56457, -0.54347, -1.45420], [3.03576, -4.24080, 1.93900], [2.22673, -4.03415, 1.45902], [3.61420, -3.48016, 1.78581]], "forces_ev_per_a": [[-0.09, -0.32, 0.47], [-0.06, 0.73, -0.34], [0.36, -0.47, 0.12], [0.28, -0.05, 0.03], [-0.09, 0.22, 0.06], [-0.14, 0.53, 0.01], [-0.46, 0.16, -0.24], [-0.07, -0.01, -0.29], [0.24, -0.04, -0.12], [-0.08, -0.13, 0.22], [-0.10, -0.09, -0.03], [-0.01, 0.03, 0.10], [0.10, -0.48, -0.06], [0.13, -0.10, 0.07], [0.14, 0.24, -0.09], [0.05, 0.01, 0.03], [-0.20, -0.24, 0.05]], "mulliken_charge": [-0.870, -0.226, 0.951, -0.718, -0.438, -0.036, -0.720, 0.278, 0.184, 0.267, 0.371, 0.386, 0.243, 0.331, -0.643, 0.321, 0.320], "e_tot_ha": -363.9875, "smiles": "C=Cc1cc[nH]c1.O", "relative_energy_kj_mol": 96.5}

---

No. 3
{"formula": "C6H9NO", "method": "ωB97M-V/def2-TZVPD", "symbols": ["C", "C", "C", "C", "C", "C", "N", "O", "H", "H", "H", "H", "H", "H", "H", "H", "H"], "xyz": [[2.18422, -0.63304, 0.44952], [-1.33276, -1.44808, -0.36911], [1.50410, 1.34621, -0.61452], [-0.95871, 0.02635, -0.39472], [0.08817, -1.02814, -0.43153], [-1.28467, 0.80418, 0.85924], [2.16219, 0.71923, 0.26810], [1.20193, -1.43680, 0.05626], [2.81895, -1.11573, 1.24047], [-1.66033, -2.06613, 0.43752], [-1.77321, -1.77539, -1.35113], [1.42680, 2.35045, -0.64693], [1.06975, 0.92192, -1.61438], [-1.31370, 0.58297, -1.16751], [-2.27291, 1.10015, 0.54375], [-0.51235, 1.60667, 1.06508], [-1.34747, 0.04518, 1.66990]], "forces_ev_per_a": [[1.18, 1.70, 0.99], [1.03, -1.25, -2.44], [-0.96, -2.90, -3.72], [1.80, -1.64, 3.51], [-3.37, 0.54, -2.27], [1.07, -0.75, 0.30], [0.68, -2.05, 1.64], [0.31, -0.69, 0.93], [-0.58, 0.70, -1.26], [-0.55, 0.25, 0.90], [0.45, 0.08, 0.98], [0.29, 3.46, 0.52], [0.69, 0.21, 2.03], [-0.23, 1.10, -3.00], [-0.49, 1.01, 1.04], [-1.38, -0.75, -0.08], [0.05, 0.97, -0.05]], "mulliken_charge": [-0.055, -0.871, -0.506, -0.132, 0.363, -1.022, -0.429, -0.332, 0.327, 0.297, 0.210, 0.456, 0.284, 0.546, 0.340, 0.288, 0.237], "e_tot_ha": -363.7797, "relative_energy_kj_mol": 641.9}